A) This record from the OMol25 dataset describes an isolated molecule of C6H12. The level of theory is ωB97M-V with the def2-TZVPD basis set.

Results
Total charge: 0
E_HOMO: -10.391 eV
HOMO-LUMO gap: 11.4 eV
Lowest unoccupied orbital energy: 1.030 eV
SMILES string: CC1(C)CCC1

```
18
Properties=species:S:1:pos:R:3:mulliken_charge:R:1
C -1.215 -1.039 0.467 -1.610
C -0.337 0.100 -0.051 1.608
C -1.225 1.180 -0.672 -1.694
C 0.778 0.593 0.937 -0.878
C 1.787 -0.309 0.244 -0.532
C 0.826 -0.406 -0.971 -0.938
H -1.804 -1.485 -0.348 0.380
H -0.624 -1.840 0.924 0.363
H -1.928 -0.670 1.216 0.375
H -1.817 0.769 -1.502 0.367
H -0.632 2.010 -1.074 0.413
H -1.933 1.594 0.058 0.372
H 0.992 1.645 0.721 0.305
H 0.796 0.476 2.026 0.301
H 1.867 -1.284 0.733 0.235
H 2.787 0.132 0.241 0.335
H 0.680 -1.400 -1.413 0.294
H 1.034 0.299 -1.785 0.303
```

***

B) This record from the OMol25 dataset describes an isolated molecule of C6H12. The level of theory is ωB97M-V with the def2-TZVPD basis set.

Results
Total charge: 0
E_HOMO: -10.053 eV
HOMO-LUMO gap: 11.3 eV
Lowest unoccupied orbital energy: 1.238 eV
SMILES string: CCCC1CC1

```
18
Properties=species:S:1:pos:R:3:mulliken_charge:R:1
C -2.046 1.053 0.714 -1.352
C -1.148 0.416 -0.333 0.074
C -0.512 -0.954 -0.048 -0.952
C 0.951 -1.010 -0.495 0.110
C 1.737 0.232 -0.785 -0.718
C 1.920 -0.475 0.525 -0.561
H -3.042 0.609 0.778 0.328
H -2.168 2.112 0.450 0.350
H -1.566 1.004 1.699 0.328
H -0.336 1.129 -0.443 -0.045
H -1.653 0.393 -1.304 0.309
H -0.509 -1.179 1.026 0.360
H -1.074 -1.776 -0.507 0.416
H 1.240 -1.878 -1.080 0.394
H 1.295 1.207 -0.891 0.197
H 2.581 0.158 -1.438 0.272
H 1.470 -0.052 1.424 0.211
H 2.860 -0.990 0.707 0.278
```

***

C) This record from the OMol25 dataset describes an isolated molecule of C6H12. The level of theory is ωB97M-V with the def2-TZVPD basis set.

Results
Total charge: 0
E_HOMO: -8.323 eV
HOMO-LUMO gap: 9.3 eV
Lowest unoccupied orbital energy: 1.003 eV
SMILES string: C/C=C(\C)CC

```
18
Properties=species:S:1:pos:R:3:mulliken_charge:R:1
C -0.309 2.676 0.078 -1.204
C -0.822 1.251 -0.187 -0.483
C -0.077 0.076 -0.174 0.416
C 1.346 0.078 -0.686 -1.207
C -0.752 -1.255 -0.078 -0.357
C 0.029 -2.320 0.813 -1.125
H -1.208 3.255 -0.156 0.333
H -0.069 2.870 1.070 0.313
H 0.437 3.073 -0.557 0.371
H -1.893 1.198 -0.350 0.358
H 1.770 -0.770 -0.153 0.326
H 2.058 0.873 -0.457 0.393
H 1.420 -0.233 -1.698 0.321
H -0.779 -1.583 -1.152 0.251
H -1.640 -1.113 0.560 0.327
H 0.572 -3.072 0.170 0.296
H -0.829 -2.865 1.322 0.313
H 0.748 -2.139 1.636 0.357
```

***

Energetically preferred structure: A) | next structure: +0.0210 hartree

***

A) This record from the OMol25 dataset describes an isolated molecule of C6H12. The level of theory is ωB97M-V with the def2-TZVPD basis set.

Results
Total charge: 0
E_HOMO: -10.119 eV
HOMO-LUMO gap: 11.4 eV
Lowest unoccupied orbital energy: 1.299 eV
SMILES string: CCCC1CC1

```
18
Properties=species:S:1:pos:R:3:mulliken_charge:R:1
C -1.806 0.551 0.954 -1.125
C -1.373 -0.842 0.500 -0.328
C 0.148 -1.011 0.399 -0.864
C 0.765 -0.342 -0.811 0.117
C 2.151 0.232 -0.744 -0.691
C 0.970 1.145 -0.900 -0.584
H -1.421 1.324 0.284 0.273
H -1.435 0.766 1.963 0.294
H -2.897 0.643 0.974 0.347
H -1.771 -1.583 1.204 0.301
H -1.820 -1.068 -0.477 0.299
H 0.392 -2.081 0.354 0.288
H 0.621 -0.626 1.314 0.293
H 0.498 -0.820 -1.753 0.372
H 2.635 0.231 0.230 0.232
H 2.829 0.094 -1.581 0.271
H 0.809 1.623 -1.863 0.209
H 0.703 1.761 -0.047 0.296
```

***

B) This record from the OMol25 dataset describes an isolated molecule of C6H12. The level of theory is ωB97M-V with the def2-TZVPD basis set.

Results
Total charge: 0
E_HOMO: -7.907 eV
HOMO-LUMO gap: 8.7 eV
Lowest unoccupied orbital energy: 0.825 eV

```
18
Properties=species:S:1:pos:R:3:mulliken_charge:R:1
C 1.870 -1.294 -0.866 -1.285
C 0.964 -0.879 0.280 -0.201
C -0.634 0.939 1.144 -0.210
C -0.797 2.194 0.412 -0.991
C -1.533 -0.071 0.595 -0.544
C -0.454 -0.614 -0.368 -0.824
H 1.426 -2.106 -1.452 0.324
H 2.843 -1.622 -0.500 0.371
H 2.033 -0.447 -1.542 0.328
H 0.828 -1.697 0.999 0.236
H 1.469 -0.082 0.849 0.427
H -1.488 2.688 1.117 0.344
H -1.276 2.165 -0.578 0.327
H 0.095 2.810 0.399 0.309
H -1.826 -0.826 1.323 0.314
H -2.418 0.301 0.059 0.294
H -0.342 0.031 -1.247 0.367
H -0.762 -1.590 -0.731 0.413
```

***

C) This record from the OMol25 dataset describes an isolated molecule of C6H12. The level of theory is ωB97M-V with the def2-TZVPD basis set.

Results
Total charge: 0
E_HOMO: -9.784 eV
HOMO-LUMO gap: 11.0 eV
Lowest unoccupied orbital energy: 1.206 eV
SMILES string: CC[C@H]1C[C@H]1C

```
18
Properties=species:S:1:pos:R:3:mulliken_charge:R:1
C 1.625 0.755 0.714 -1.170
C 1.476 -0.437 -0.225 -0.450
C 0.082 -1.034 -0.327 -0.106
C -0.801 -1.265 0.869 -0.740
C -1.245 -0.309 -0.206 0.309
C -1.506 1.163 0.062 -1.533
H 2.581 1.253 0.548 0.388
H 0.852 1.493 0.516 0.168
H 1.558 0.459 1.766 0.282
H 2.170 -1.231 0.088 0.293
H 1.798 -0.131 -1.230 0.341
H 0.051 -1.835 -1.068 0.335
H -0.474 -0.828 1.812 0.209
H -1.315 -2.218 0.973 0.269
H -1.999 -0.718 -0.878 0.349
H -2.533 1.287 0.421 0.376
H -1.392 1.759 -0.853 0.331
H -0.864 1.599 0.830 0.349
```

***

D) This record from the OMol25 dataset describes an isolated molecule of C6H12. The level of theory is ωB97M-V with the def2-TZVPD basis set.

Results
Total charge: 0
E_HOMO: -9.897 eV
HOMO-LUMO gap: 11.1 eV
Lowest unoccupied orbital energy: 1.253 eV
SMILES string: CC[C@H]1C[C@H]1C

```
18
Properties=species:S:1:pos:R:3:mulliken_charge:R:1
C 1.860 1.003 -0.364 -1.141
C 1.314 -0.187 0.424 -0.582
C 0.126 -0.819 -0.267 -0.066
C -0.900 -1.604 0.499 -0.802
C -1.275 -0.276 -0.104 0.161
C -1.604 0.904 0.787 -1.378
H 2.231 0.680 -1.345 0.317
H 1.073 1.747 -0.537 0.262
H 2.686 1.495 0.161 0.364
H 1.033 0.131 1.435 0.291
H 2.101 -0.941 0.557 0.312
H 0.361 -1.202 -1.261 0.384
H -0.794 -1.638 1.582 0.247
H -1.298 -2.516 0.064 0.287
H -1.896 -0.324 -0.997 0.383
H -2.526 0.719 1.349 0.371
H -1.749 1.818 0.200 0.316
H -0.814 1.107 1.518 0.271
```

***

Energetically preferred structure: D) | next structure: +0.0028 hartree

***

A) This record from the OMol25 dataset describes the ion C4H11N2S with charge +1. The level of theory is ωB97M-V with the def2-TZVPD basis set.

Results
Total charge: +1
E_HOMO (alpha / beta): -10.162 / -14.501 eV
HOMO-LUMO gap (alpha / beta): 6.6 / 7.0 eV
Lowest unoccupied orbital energy (alpha / beta): -3.530 / -7.471 eV
Spin multiplicity: 3

```
18
Properties=species:S:1:pos:R:3:mulliken_spin:R:1
C 0.416 1.029 0.428 0.847
C 2.546 -0.049 -0.680 0.022
C 1.826 1.226 -0.129 0.004
C -1.417 -0.406 0.573 0.024
N -0.099 -0.161 0.213 0.756
N -1.903 -1.660 -0.082 0.000
S -2.605 0.808 -0.090 0.161
H -0.189 1.771 0.886 0.033
H 3.514 0.277 -0.974 -0.001
H 2.820 -0.830 0.105 -0.005
H 2.026 -0.517 -1.521 0.003
H 1.538 1.914 -0.987 0.089
H 2.575 1.777 0.444 0.023
H -1.621 -0.452 1.772 0.036
H -2.748 -1.994 0.285 0.003
H -1.119 -2.399 -0.134 0.003
H -2.074 -1.329 -0.988 -0.003
H -3.486 0.993 0.881 0.004
```

***

B) This record from the OMol25 dataset describes the ion C4H11N2S with charge +1. The level of theory is ωB97M-V with the def2-TZVPD basis set.

Results
Total charge: +1
E_HOMO (alpha / beta): -11.444 / -13.360 eV
HOMO-LUMO gap (alpha / beta): 8.0 / 8.0 eV
Lowest unoccupied orbital energy (alpha / beta): -3.396 / -5.357 eV
Spin multiplicity: 3

```
18
Properties=species:S:1:pos:R:3:mulliken_spin:R:1
C -0.253 0.797 0.005 0.010
C 0.988 1.116 0.850 -0.002
C 0.011 -1.544 0.453 0.925
C -2.029 -0.635 -0.562 0.043
N 2.830 1.235 -0.965 0.637
N -0.883 -0.403 0.443 0.001
S 2.522 0.239 0.211 0.375
H -0.893 1.611 0.076 -0.005
H -0.192 0.687 -1.140 0.007
H 1.230 2.166 0.574 -0.001
H 0.792 0.611 1.850 0.010
H -0.182 -2.421 1.148 0.011
H 0.662 -1.868 -0.353 -0.001
H -2.551 -1.659 -0.263 -0.002
H -2.568 0.335 -0.568 0.003
H -1.644 -0.885 -1.585 0.004
H 3.625 0.987 -1.523 -0.017
H -1.464 -0.370 1.347 0.003
```

***

Energetically preferred structure: B) | next structure: +0.0253 hartree

***

A) This record from the OMol25 dataset describes the ion C4H8NO with charge +1. The level of theory is ωB97M-V with the def2-TZVPD basis set.

Results
Total charge: +1
E_HOMO: -14.129 eV
HOMO-LUMO gap: 10.5 eV
Lowest unoccupied orbital energy: -3.640 eV
SMILES string: [NH3+]C[C@@]12C[C@@H]1O2

```
14
Properties=species:S:1:pos:R:3:mulliken_charge:R:1
N -1.539 0.812 0.317 -0.342
C -0.480 0.383 -0.710 -0.603
C 0.521 -0.406 0.000 0.415
C 1.257 -1.743 0.480 -0.668
C 1.775 -0.318 0.577 -0.160
O 0.667 0.177 1.391 -0.513
H -1.697 0.024 0.813 0.318
H -2.392 1.296 0.009 0.335
H -1.028 1.417 1.019 0.383
H -1.042 -0.222 -1.299 0.405
H -0.173 1.197 -1.288 0.402
H 1.705 -2.261 -0.370 0.263
H 0.868 -2.363 1.223 0.290
H 2.756 0.101 0.799 0.473
```

***

B) This record from the OMol25 dataset describes the ion C4H8NO with charge +1. The level of theory is ωB97M-V with the def2-TZVPD basis set.

Results
Total charge: +1
E_HOMO: -13.615 eV
HOMO-LUMO gap: 8.0 eV
Lowest unoccupied orbital energy: -5.604 eV

```
14
Properties=species:S:1:pos:R:3:mulliken_charge:R:1
C -0.859 0.317 -0.196 -0.542
C -1.067 0.592 2.387 -0.146
C -0.127 0.234 -1.547 0.163
C 1.746 -0.877 -0.851 -0.694
N -0.465 0.515 1.255 -0.385
O 0.863 -0.431 -1.831 -0.162
H -1.431 -0.672 -0.358 0.391
H -1.616 1.040 -0.366 0.450
H -0.456 0.952 3.318 0.235
H -2.143 0.453 2.726 0.256
H -0.595 0.703 -2.411 0.421
H 2.616 -0.280 -1.103 0.306
H 2.060 -1.818 -1.130 0.285
H 1.472 -0.728 0.107 0.422
```

***

Energetically preferred structure: A) | next structure: +0.0058 hartree